{"formula": "C2H4Br2", "method": "ωB97M-V with the def2-TZVPD basis set", "total_energy_ev": -142213.2690, "charge": 1, "multiplicity": 2, "elements": ["Br", "C", "C", "Br", "H", "H", "H", "H"], "coordinates": [[-0.101922, -2.195682, -0.643141], [-0.611892, -0.412363, 0.070959], [0.540148, 0.542338, 0.242139], [0.749888, 1.572698, -1.474951], [-1.082282, -0.624953, 1.030979], [-1.335602, -0.072693, -0.669961], [1.441258, -0.055032, 0.380949], [0.400408, 1.245687, 1.063029]], "forces_ev_per_a": [[0.0, 1.0, 0.3], [0.1, -0.1, -0.5], [0.4, -0.4, -1.1], [-0.1, -0.8, 1.2], [-0.2, -0.2, 0.0], [-0.3, -0.1, 0.2], [0.3, 0.5, 0.1], [0.0, 0.1, -0.2]]}

{"formula": "C49H41BrIN7O4PbS", "method": "ωB97M-V with the def2-TZVPD basis set", "total_energy_ev": -164321.5302, "charge": -2, "elements": ["Pb", "C", "C", "N", "C", "C", "C", "O", "C", "C", "N", "C", "C", "C", "C", "C", "C", "I", "C", "O", "H", "H", "H", "H", "H", "H", "H", "H", "H", "H", "H", "H", "Br", "C", "C", "C", "C", "C", "C", "N", "N", "C", "C", "C", "C", "O", "C", "N", "C", "C", "C", "C", "H", "H", "H", "H", "H", "H", "H", "H", "H", "C", "O", "H", "H", "H", "H", "C", "N", "C", "C", "N", "C", "S", "H", "H", "H", "H", "H", "H", "C", "C", "C", "C", "C", "C", "C", "C", "C", "C", "C", "C", "C", "C", "C", "H", "H", "H", "H", "H", "H", "H", "H", "H", "H"], "coordinates": [[-0.950501, 0.472440, -0.723164], [3.503849, 0.161058, -3.832818], [3.367661, -0.756843, -2.686270], [4.441692, -1.386111, -2.281733], [4.330248, -2.335631, -1.357802], [3.108327, -2.846432, -0.930158], [3.186038, -3.970916, 0.039278], [4.550204, -4.175538, 0.455170], [1.909279, -2.268763, -1.408250], [0.615876, -2.882832, -1.257589], [-0.490126, -2.208447, -1.517197], [-1.738624, -2.735922, -1.332648], [-2.148752, -3.463489, -0.214213], [-3.467540, -3.793495, 0.016843], [-4.458290, -3.430069, -0.878712], [-4.101521, -2.726168, -2.052774], [-2.762411, -2.444937, -2.282885], [-2.167350, -1.434574, -3.998072], [2.044619, -0.961254, -2.016291], [1.281390, 0.053277, -1.892990], [4.402945, -0.069123, -4.400028], [3.549107, 1.217647, -3.470395], [2.592012, 0.079524, -4.465778], [5.251402, -2.732906, -0.919476], [2.734935, -4.867109, -0.398332], [2.537102, -3.735489, 0.905769], [4.540706, -5.019210, 0.954518], [0.510990, -3.937248, -0.935824], [-1.381628, -3.718375, 0.512444], [-3.717299, -4.323730, 0.940315], [-5.503615, -3.628886, -0.678866], [-4.862248, -2.475799, -2.791328], [7.557408, 0.384855, -3.152882], [6.684000, 1.977148, -3.062283], [6.699068, 2.894106, -4.155354], [5.985529, 4.062808, -3.976760], [5.273439, 4.350098, -2.762049], [5.416238, 3.475040, -1.641821], [6.063854, 2.276356, -1.818061], [4.157597, 5.188851, -2.901608], [3.577823, 5.426003, -1.760885], [2.313570, 5.140688, -1.425125], [2.035991, 5.261923, -0.030620], [1.199406, 4.364566, 0.567206], [0.478305, 3.393884, -0.213872], [-0.069760, 2.378411, 0.321147], [0.489540, 3.555479, -1.678257], [-0.265450, 2.713199, -2.412152], [-0.073559, 2.604894, -3.720316], [0.881694, 3.386475, -4.372809], [1.511243, 4.404290, -3.658189], [1.402965, 4.455765, -2.291220], [7.207752, 2.646764, -5.093265], [5.883541, 4.780404, -4.774383], [4.950644, 3.753042, -0.684298], [6.098889, 1.532748, -1.012633], [2.613293, 6.020780, 0.478297], [1.054956, 4.363006, 1.656846], [-0.674163, 1.849113, -4.243107], [1.065664, 3.273310, -5.443800], [2.159988, 5.120935, -4.168178], [-2.933098, 1.999689, 2.432572], [-3.199075, 0.671847, 1.984207], [-2.098308, 2.048340, 3.156978], [-3.825395, 2.422524, 2.935178], [-2.676814, 2.690287, 1.592867], [-2.337357, 0.184339, 1.950425], [-6.296756, 3.834906, -2.194899], [-6.201557, 2.670557, -1.321766], [-7.244193, 2.061779, -0.627855], [-6.729605, 1.043630, 0.107426], [-5.334669, 1.067309, -0.107767], [-4.994585, 2.058567, -0.973541], [-3.467198, 2.480810, -1.530645], [-7.317313, 3.943220, -2.661116], [-5.497869, 3.736367, -2.910596], [-6.113176, 4.775252, -1.634275], [-8.271209, 2.395324, -0.772316], [-7.178217, 0.311868, 0.782507], [-4.574396, 0.623366, 0.414271], [-0.565775, -0.594668, 1.488243], [-0.378180, -1.331688, 2.466934], [-0.464630, -2.181483, 3.603668], [-1.327767, -1.703016, 4.657406], [-2.060449, -2.611042, 5.451124], [-3.066877, -2.154628, 6.289650], [-3.355086, -0.783398, 6.375631], [-2.611895, 0.147400, 5.616984], [-1.641684, -0.323525, 4.764563], [0.269294, -3.429765, 3.683264], [0.638017, -4.144780, 2.546462], [1.375862, -5.331784, 2.656041], [1.861329, -5.756365, 3.883507], [1.491168, -5.036141, 5.034689], [0.703371, -3.915296, 4.940829], [-1.876862, -3.690948, 5.408161], [-3.710764, -2.858219, 6.834055], [-4.155264, -0.448707, 7.060017], [-2.858876, 1.207339, 5.686506], [-1.108806, 0.344220, 4.096126], [0.298401, -3.775855, 1.569037], [1.605098, -5.921351, 1.769638], [2.516857, -6.625964, 3.981366], [1.869448, -5.421206, 5.994199], [0.456907, -3.368660, 5.849966]], "forces_ev_per_a": [[0.5, -1.2, 0.5], [-1.0, 1.4, -0.2], [-0.3, -1.0, 0.8], [-0.5, 0.8, -1.1], [-0.5, -1.1, 1.5], [2.0, 0.3, -0.9], [-0.8, 0.1, 0.7], [-0.8, -1.3, 0.4], [-0.7, 0.3, 0.0], [-1.3, 1.4, 0.2], [1.8, -0.8, 0.2], [-1.4, -0.4, -0.6], [0.9, 0.0, 0.3], [-0.3, -0.3, 0.3], [0.2, 0.7, -0.7], [0.1, -0.8, 0.5], [0.2, 0.2, 0.7], [-0.1, 0.1, -0.3], [1.1, 0.8, 0.6], [-0.2, -1.0, -0.6], [0.0, 0.0, 0.0], [0.0, -0.6, -0.4], [0.6, 0.2, 0.2], [-0.4, 0.3, -0.4], [0.3, -0.3, -0.1], [0.5, 0.0, -0.2], [0.1, 0.9, -0.3], [0.3, 0.3, -0.1], [-0.3, 0.1, 0.0], [0.0, 0.2, -0.3], [0.0, -0.1, 0.0], [0.2, 0.1, 0.2], [1.0, -1.7, -0.4], [-0.9, 2.0, 0.4], [-0.3, -0.7, 1.5], [-0.3, 0.2, 0.9], [0.0, -0.5, -0.8], [-0.2, 0.9, -0.4], [0.9, -0.3, -0.9], [-0.9, -0.4, 0.4], [1.2, 0.1, 1.0], [0.3, 1.4, -1.1], [-0.1, -0.7, -0.7], [-0.6, 0.5, 0.6], [-0.2, -1.1, 0.4], [0.5, 1.5, -0.2], [0.2, -0.2, -0.9], [0.1, 0.0, 0.3], [0.2, -0.1, 0.5], [-0.3, 0.9, -0.1], [0.5, -0.3, -2.0], [-0.6, -0.9, 1.8], [-0.2, 0.1, 0.5], [-0.1, 0.1, -0.2], [0.0, -0.3, -0.7], [0.0, 0.3, -0.4], [0.1, -0.3, 0.4], [0.1, -0.1, -0.6], [0.3, 0.3, 0.2], [-0.1, 0.0, 0.3], [-0.1, -0.5, 0.2], [0.1, 0.6, -0.1], [0.1, 0.5, -0.1], [-0.3, -0.2, -0.3], [0.3, -0.4, -0.2], [-0.1, -0.5, 0.4], [-0.2, -0.1, 0.0], [-0.7, 0.5, 0.6], [0.4, -0.4, 0.4], [-0.1, -0.3, -0.1], [0.9, 0.2, 0.2], [-0.5, 0.5, -0.3], [-0.9, 0.4, -0.3], [-0.4, 0.1, 0.1], [1.1, -0.5, 0.4], [0.1, 0.0, -0.5], [0.0, -0.5, -0.1], [0.4, -0.2, 0.1], [0.2, 0.5, -0.4], [-0.3, -0.2, 0.3], [0.4, 0.2, -0.6], [-0.8, -0.3, -0.6], [0.6, 0.3, 0.0], [-0.1, -0.3, -0.5], [-0.3, -0.1, 0.8], [-0.2, 0.5, -0.1], [-0.3, 0.3, 0.5], [-0.7, -0.8, 0.5], [0.2, 0.0, -0.1], [-0.6, 1.3, 0.4], [0.2, -1.0, -0.6], [0.1, 0.5, -0.2], [-0.1, -0.2, 0.4], [0.4, -0.7, -0.1], [0.1, -0.3, 0.4], [0.0, 0.5, -0.2], [0.4, 0.2, -0.1], [0.4, -0.1, -0.5], [0.2, -0.2, -0.1], [0.0, 0.0, 0.2], [0.3, -0.2, 0.5], [0.0, 0.2, 0.0], [-0.3, 0.2, -0.1], [-0.3, 0.5, -0.3], [0.0, 0.0, -0.3]]}

ΔE to the lowest compared entry with this formula, charge and spin / kJ/mol: 12.19, 149.85